*i*
Density functional theory data (the ωB97M-V functional and the def2-TZVPD basis) for a cluster of 3 separate species, C2H10NO2S in total.

Last column: Löwdin charge in e.
Positions of all 16 atoms, in Å:
1 C 0.32545 0.34555 0.68525  -0.386
2 C 1.31725 -0.83365 0.43632  -0.801
3 S 2.25298 -1.21041 1.97074  0.090
4 N 1.18761 1.65797 0.71842  -0.061
5 H -0.32661 0.31905 1.56939  0.080
6 H -0.28059 0.44315 -0.22779  0.045
7 H 1.96310 -0.39850 -0.32222  0.021
8 H 0.69568 -1.67306 -0.08105  0.038
9 H 1.10262 2.17930 -0.19949  0.051
10 H 2.10870 1.24720 0.89787  -0.008
11 H -1.96989 1.31160 0.11106  0.048
12 H -1.62971 1.76892 -1.38685  0.033
13 O -2.36132 1.69014 -0.74321  -0.117
14 H -1.89191 -2.04652 -0.53542  0.040
15 H -0.75193 -2.39905 -1.45522  0.031
16 O -1.74142 -2.40169 -1.43779  -0.102

Its net charge is -1. For the HOMO energy, the calculation gives -2.82 eV. Its spin multiplicity is 1.


*ii*
Density functional theory data (the ωB97M-V functional and the def2-TZVPD basis) for a cluster of 3 separate species, C2H10NO2S in total.

Last column: Löwdin charge in e.
Positions of all 16 atoms, in Å:
1 C -0.64691 -1.28539 0.62948  -0.428
2 C 0.14671 0.00215 1.01752  -0.794
3 S 1.57595 0.19640 -0.08207  0.078
4 N -0.97669 -1.43510 -0.78883  -0.057
5 H -1.60623 -1.22679 1.22461  0.085
6 H -0.15433 -2.27099 0.82277  0.103
7 H 0.48641 -0.02422 2.07083  0.026
8 H -0.62163 0.79405 0.96593  0.033
9 H -0.19602 -2.02570 -1.01332  0.047
10 H -1.04995 -0.51159 -1.13680  0.039
11 H -2.63243 -2.73660 -1.21758  -0.011
12 H -2.94377 -2.94470 0.24459  -0.006
13 O -3.16654 -3.26824 -0.62397  -0.098
14 H 2.69743 5.47814 0.24960  0.037
15 H 1.53740 4.35602 0.25268  0.036
16 O 1.80478 5.23265 -0.06484  -0.091

Its net charge is -1. For the HOMO energy, the calculation gives -2.74 eV. Its spin multiplicity is 1.


If you had to name the least stable structure above, which would it be? It would be *i*.